Here is one molecule with the formula C20H21N3O2 from the Open Molecules 2025 dataset. Energies are from the ωB97M-V functional and the def2-TZVPD basis.

XYZ file:
```
46
Properties=species:S:1:pos:R:3:forces:R:3:nbo_charge:R:1
C -0.025165 1.843627 -4.679511 0.0 0.0 0.0 -0.6298
C 0.037945 2.188336 -3.222203 0.1 0.1 0.1 0.0002
C 0.738732 3.308040 -2.791982 0.0 -0.1 -0.1 -0.2222
C 0.786998 3.631637 -1.448233 0.0 -0.1 0.0 -0.1947
C 0.148489 2.858139 -0.491069 -0.1 -0.1 0.0 -0.0570
C 0.208973 3.227341 0.961138 0.0 0.0 -0.1 -0.6495
C -0.551857 1.724909 -0.925311 0.1 0.1 -0.4 0.2200
N -1.172789 0.919514 0.029385 0.0 0.4 0.6 -0.6055
C -1.791190 -0.264707 -0.100065 0.1 -0.1 -0.2 0.5885
O -2.079544 -0.867797 -1.120627 0.0 0.1 0.0 -0.6215
C -2.001711 -0.885020 1.285535 -0.2 0.0 0.3 0.6032
O -1.753857 -0.256289 2.300489 0.0 -0.1 0.0 -0.6229
N -2.414995 -2.161690 1.225470 -0.4 -0.1 -0.3 -0.5920
C -2.014347 -3.111772 2.235045 0.0 0.0 0.2 -0.2209
C -0.758869 -3.885445 1.761822 0.0 0.2 -0.1 -0.4307
C 0.129001 -2.982949 0.965756 0.0 -0.4 -0.2 -0.1032
C 0.236903 -2.960028 -0.395685 0.0 -0.3 0.3 -0.0110
N 1.018369 -1.912241 -0.793598 0.1 0.1 -0.4 -0.5388
C 1.411287 -1.211264 0.308378 0.0 0.0 0.6 0.1904
C 2.179541 -0.058890 0.415136 0.1 0.1 0.0 -0.2541
C 2.415019 0.431996 1.681215 0.1 0.0 -0.2 -0.2272
C 1.901808 -0.205138 2.815616 0.0 0.0 0.3 -0.2404
C 1.139050 -1.345779 2.715637 0.1 0.0 -0.1 -0.1712
C 0.878399 -1.864253 1.447412 0.3 0.2 -0.4 -0.1284
C -0.603570 1.403489 -2.277413 0.0 -0.1 -0.1 -0.2714
H -0.575525 0.919787 -4.836329 0.0 -0.1 -0.1 0.2152
H 0.977729 1.729892 -5.089475 0.0 0.0 -0.1 0.2165
H -0.520658 2.640051 -5.233598 0.0 0.0 -0.1 0.2205
H 1.246112 3.931700 -3.513549 0.1 0.1 -0.1 0.2066
H 1.334718 4.508489 -1.133522 0.0 0.1 0.1 0.2087
H 0.662814 2.427759 1.548035 0.0 0.0 0.1 0.2308
H -0.788644 3.419928 1.356631 -0.1 0.0 0.1 0.2194
H 0.804623 4.126975 1.093765 0.0 0.0 0.1 0.2235
H -1.050623 1.186756 1.004821 0.0 -0.2 -0.2 0.4431
H -2.525068 -2.513844 0.279509 0.1 0.2 0.1 0.4157
H -1.790612 -2.529291 3.130798 -0.1 -0.1 0.0 0.2250
H -2.834770 -3.801062 2.447622 0.1 0.1 0.1 0.2034
H -1.063618 -4.723833 1.132306 0.0 -0.1 0.1 0.2104
H -0.236276 -4.280187 2.634157 0.0 -0.1 0.0 0.2224
H -0.188797 -3.628867 -1.119653 -0.1 -0.1 -0.1 0.2123
H 1.204841 -1.654713 -1.747317 0.0 0.0 0.1 0.4178
H 2.568314 0.435100 -0.463377 0.1 0.1 -0.1 0.2183
H 3.013095 1.323627 1.802809 0.0 0.1 0.0 0.2134
H 2.110197 0.214579 3.788783 0.0 0.0 0.1 0.2123
H 0.745729 -1.826348 3.598129 -0.1 0.0 0.1 0.2116
H -1.156203 0.529737 -2.582882 0.0 0.0 0.0 0.2431
```
Forces are in eV/Å.

## Properties
**SMILES**: Cc1ccc(C)c(NC(=O)C(=O)NCCc2c[nH]c3ccccc23)c1
**F_max**: 0.67 eV/Å
**Electronic energy**: -1089.55237 a.u.
**Energy above the lowest of the compared OMol25 structures with the same formula, charge and spin**: 0.00 kcal per mole

***

Here is a 2-piece molecular cluster, C5H6N overall at a distorted geometry from the Open Molecules 2025 dataset. Energies are from the ωB97M-V functional and the def2-TZVPD basis.

XYZ file:
```
12
Properties=species:S:1:pos:R:3:forces:R:3:nbo_charge:R:1
C -3.459129 1.155646 0.186552 -0.8 1.1 0.0 0.3982
C 1.592509 -0.097551 -0.242463 -5.5 -1.3 -0.4 0.1446
C 0.374682 -0.374738 -0.374977 1.2 -2.8 -0.4 -0.3701
C -2.253887 -0.901591 0.092125 0.2 0.1 0.7 0.3374
C 2.883842 0.187479 0.181438 4.2 2.2 1.4 -0.7581
N -2.849249 0.175814 -0.009385 0.4 -1.0 -0.1 -0.3712
H -4.086478 2.023010 0.136694 0.0 0.1 0.0 0.2988
H -0.353172 -1.354580 -0.569864 3.4 3.6 0.2 0.2252
H -1.782538 -1.741799 -0.356989 -0.9 -0.4 -0.4 0.2524
H 3.384124 1.124829 -0.285055 -1.1 -1.5 0.3 0.2777
H 3.612091 -0.649397 -0.076952 -1.0 0.8 0.5 0.2902
H 2.937209 0.452878 1.318874 -0.2 -0.9 -1.9 0.2751
```
Forces are in eV/Å.

## Properties
**F_max**: 5.65 eV/Å
**Charge**: +1
**Electronic energy**: -248.26162 a.u.
**Energy above the lowest of the compared OMol25 structures with the same formula, charge and spin**: 222.18 kcal per mole

***

Here is a 2-piece molecular cluster, C3H5N3OS overall at a distorted geometry from the Open Molecules 2025 dataset. Energies are from the ωB97M-V functional and the def2-TZVPD basis.

XYZ file:
```
13
Properties=species:S:1:pos:R:3:forces:R:3:nbo_charge:R:1
C -0.823447 -0.238329 -1.419821 2.8 -2.5 1.5 -0.1848
C -1.256007 0.781884 -0.667807 -2.3 0.6 -0.1 0.3608
C 0.487272 0.235171 0.365847 1.6 -4.6 0.6 0.2211
H 0.849251 -2.826263 -0.272411 -0.3 2.6 -1.3 0.3736
H 1.956780 -1.803164 -1.024809 -0.6 0.0 -0.1 0.3625
H -0.985452 -0.782119 -2.338115 -0.6 0.3 0.1 0.2365
H -2.372727 1.456926 -2.164183 -1.6 -0.3 5.9 0.4593
H 0.715749 0.631285 2.774981 0.9 -0.9 -1.8 0.1843
N 0.946015 -1.992974 -0.980184 0.5 -0.2 1.5 -0.6418
N 0.271030 -0.765889 -0.617094 0.3 0.7 -0.6 -0.2282
N -0.439304 1.064097 0.392532 -3.3 2.9 -0.8 -0.4889
O -2.562571 1.324395 -0.825117 3.0 0.9 -6.1 -0.6262
S 1.527866 -0.005051 1.774337 -0.2 0.5 1.1 -0.0280
```
Forces are in eV/Å.

## Properties
**F_max**: 6.88 eV/Å
**Electronic energy**: -754.85566 a.u.
**Energy above the lowest of the compared OMol25 structures with the same formula, charge and spin**: 115.09 kcal per mole

***

Here is a 2-piece molecular cluster, C3H3NS2 overall at a distorted geometry from the Open Molecules 2025 dataset. Energies are from the ωB97M-V functional and the def2-TZVPD basis.

XYZ file:
```
9
Properties=species:S:1:pos:R:3:forces:R:3:nbo_charge:R:1
N -0.429404 -0.857498 -0.080830 1.5 -1.0 -0.6 -0.2437
C 0.676220 -0.676502 0.207752 -2.9 -0.5 -2.0 -0.0597
S 2.043924 -0.630980 0.985033 5.6 0.9 1.2 0.2624
S 3.954721 -0.266223 -0.383862 -2.1 -1.1 1.1 -0.0884
H 3.785260 1.013739 -0.672087 -0.3 0.5 0.1 0.1335
C -2.335455 0.144857 0.527173 -2.7 -1.0 0.7 -0.2263
C -2.618317 0.664262 -0.526712 0.2 -0.1 2.2 -0.2358
H -2.536208 -0.611881 1.325966 0.8 1.4 -1.0 0.2451
H -2.540743 1.220228 -1.382429 -0.1 0.9 -1.7 0.2128
```
Forces are in eV/Å.

## Properties
**SMILES**: N#CSS.C#C
**F_max**: 5.84 eV/Å
**Electronic energy**: -967.06096 a.u.
**Energy above the lowest of the compared OMol25 structures with the same formula, charge and spin**: 97.28 kcal per mole